DFT (ωB97M-V with the def2-TZVPD basis set) results for a structure of composition C38H49ClN4O4PV at a distorted geometry.

Each line ends with the Löwdin spin population.
Element x y z (Å)
O (0.410, -0.398, -4.128)  0.025
C (-0.662, 0.238, -4.027)  0.026
C (-0.682, 1.713, -4.331)  0.005
C (-0.492, 2.820, -3.502)  0.001
H (-0.398, 2.764, -2.402)  0.000
C (-0.439, 4.086, -4.141)  0.000
H (-0.413, 5.014, -3.569)  0.000
C (-0.556, 4.232, -5.539)  0.000
H (-0.525, 5.184, -6.088)  0.000
C (-0.572, 3.073, -6.312)  0.000
H (-0.590, 3.111, -7.394)  0.000
C (-0.719, 1.843, -5.714)  0.002
H (-0.740, 0.932, -6.299)  0.000
H (-1.641, -0.280, -4.405)  0.003
C (-2.950, -0.959, -2.489)  0.025
C (-2.092, 0.219, -2.058)  0.006
H (-3.713, -0.591, -3.258)  -0.001
H (-3.530, -1.370, -1.619)  0.000
H (-2.341, -1.778, -2.948)  0.004
C (-2.743, 1.446, -1.945)  0.236
C (-3.967, 1.440, -1.107)  0.057
H (-2.433, 2.369, -2.451)  0.008
H (-4.946, 1.291, -1.629)  0.020
H (-4.105, 2.319, -0.480)  0.006
H (-3.827, 0.559, -0.426)  0.009
V (-1.555, 0.395, -0.094)  2.202
Cl (-1.623, 2.673, 0.188)  0.091
C (-3.358, 0.630, 2.155)  0.066
O (-2.796, -0.195, 1.360)  0.018
N (-3.555, 0.276, 3.418)  0.036
C (-3.024, -0.971, 3.966)  0.003
C (-4.154, 1.245, 4.297)  0.003
H (-3.712, 1.632, 1.836)  0.006
H (-2.885, -1.700, 3.158)  0.001
H (-3.772, -1.329, 4.688)  0.001
H (-2.060, -0.792, 4.479)  0.001
H (-4.581, 2.030, 3.680)  0.001
H (-3.421, 1.695, 4.974)  0.001
H (-4.950, 0.780, 4.871)  0.001
H (3.622, 2.300, -4.142)  0.000
H (3.367, 1.889, -0.935)  0.000
C (2.598, 2.496, -3.796)  0.000
C (2.368, 2.107, -1.337)  0.001
N (2.194, 1.606, -2.697)  0.000
H (1.932, 2.340, -4.651)  0.000
C (2.485, 0.284, -2.853)  0.000
O (2.389, -0.530, -1.915)  0.001
H (1.646, 1.656, -0.654)  0.002
H (2.802, -0.002, -3.901)  0.000
H (2.522, 3.534, -3.478)  0.000
H (2.218, 3.184, -1.348)  0.000
H (-1.047, -4.833, -0.200)  0.000
H (1.682, -4.853, -1.463)  0.000
C (-1.133, -4.572, -1.255)  0.000
C (1.117, -4.292, -2.229)  0.000
N (-0.074, -3.690, -1.675)  0.001
H (-2.110, -4.124, -1.423)  0.000
C (-0.124, -2.394, -1.327)  0.002
O (-1.020, -1.912, -0.618)  0.007
H (1.766, -3.517, -2.653)  0.000
H (0.681, -1.777, -1.737)  0.000
H (-1.058, -5.481, -1.851)  0.000
H (0.824, -5.004, -3.013)  0.000
N (-0.037, 0.075, 0.682)  0.011
P (1.066, -0.301, 1.881)  0.051
C (2.708, 0.331, 1.569)  0.003
C (3.119, 1.564, 2.106)  0.001
C (4.436, 2.002, 1.965)  0.001
C (5.377, 1.234, 1.280)  0.001
C (4.965, 0.035, 0.675)  0.000
C (3.638, -0.398, 0.797)  0.002
C (1.160, -2.119, 2.108)  0.012
C (2.341, -2.787, 2.463)  0.003
C (2.317, -4.173, 2.607)  0.001
C (1.145, -4.900, 2.397)  0.001
C (-0.035, -4.235, 2.053)  0.001
C (-0.027, -2.850, 1.925)  0.002
C (0.505, 0.356, 3.469)  0.009
C (0.775, -0.252, 4.718)  0.005
C (0.383, 0.370, 5.916)  0.001
C (-0.340, 1.557, 5.899)  0.004
C (-0.666, 2.126, 4.667)  0.001
C (-0.210, 1.569, 3.471)  0.007
H (2.401, 2.167, 2.667)  0.000
H (4.727, 2.973, 2.404)  0.000
H (6.421, 1.563, 1.204)  0.000
H (5.678, -0.558, 0.099)  0.000
H (3.328, -1.319, 0.297)  0.000
H (3.242, -2.192, 2.626)  0.000
H (3.235, -4.657, 2.907)  0.000
H (1.146, -5.981, 2.523)  0.000
H (-0.976, -4.760, 1.890)  0.000
H (-0.944, -2.318, 1.649)  0.000
H (1.303, -1.213, 4.718)  0.000
H (0.641, -0.106, 6.862)  0.000
H (-0.640, 2.024, 6.829)  0.000
H (-1.277, 3.032, 4.602)  0.000
H (-0.438, 2.078, 2.512)  0.004

Computed properties:
Multiplicity   4
Charge   -1
E_tot   -3742.8204 Eh
HOMO energy (spin up / spin down)   -0.0487 / -0.0861 Ha